Entry from the OMol25 dataset: a molecular structure, C17H24Cl2HfO2 in a non-equilibrium geometry (ωB97M-V/def2-TZVPD).

The largest force on an atom is 3.36 eV/A. As for the total energy: -1781.207925 a.u. As for the net charge: -2. For the LUMO energy, the calculation gives 4.85 eV. The calculation puts the relative energy (zero: lowest compared OMol25 entry of this formula, charge and spin) at 0.0 kcal/mol.

Each line ends with the Löwdin charge.
Element x y z (Å)
1 C -2.335 -1.227 0.298  -0.38
2 C -1.762 -1.260 1.612  -0.34
3 C -0.628 -2.123 1.582  -0.33
4 C -2.392 -0.709 2.834  -0.08
5 C -0.464 -2.609 0.268  -0.29
6 C -1.525 -2.062 -0.540  -0.36
7 C -1.793 -2.407 -1.958  -0.08
8 C -3.620 -0.577 -0.087  -0.08
9 C 0.205 -2.532 2.729  -0.14
10 C 0.482 -3.687 -0.125  -0.05
11 Hf -0.335 0.036 -0.136  1.29
12 Cl 0.843 0.302 2.713  0.00
13 Cl -1.458 2.140 0.491  -0.03
14 O 1.590 -0.221 -0.239  -0.41
15 H -3.277 -0.104 2.614  0.06
16 H -1.668 -0.065 3.360  0.03
17 H -2.702 -1.496 3.540  0.08
18 H 0.363 -1.656 3.385  -0.05
19 H 1.207 -2.825 2.401  0.07
20 H -0.275 -3.322 3.319  0.07
21 H 1.446 -3.568 0.395  0.07
22 H 0.645 -3.665 -1.210  0.06
23 H 0.109 -4.700 0.112  0.08
24 H -0.857 -2.632 -2.492  0.07
25 H -2.293 -1.555 -2.433  0.06
26 H -2.452 -3.282 -2.043  0.07
27 H -3.825 0.299 0.544  0.05
28 H -4.449 -1.295 0.029  0.08
29 H -3.586 -0.261 -1.142  0.07
30 H 2.146 -0.782 -0.792  0.01
31 O -0.726 0.454 -1.988  -0.42
32 H -1.068 1.274 -2.444  0.04
33 C 2.173 2.179 0.931  -0.21
34 C 2.337 2.881 -0.244  -0.39
35 C 1.392 3.883 -0.698  -0.13
36 C 1.573 4.479 -1.931  -0.19
37 C 2.725 4.197 -2.691  -0.23
38 C 3.682 3.293 -2.216  -0.20
39 C 3.495 2.612 -1.036  -0.13
40 H 2.884 1.443 1.301  0.00
41 H 1.336 2.428 1.568  -0.06
42 H 0.501 4.100 -0.092  0.05
43 H 0.760 5.089 -2.323  0.07
44 H 2.859 4.653 -3.673  0.04
45 H 4.544 3.024 -2.819  0.06
46 H 4.196 1.853 -0.674  0.09